46
Properties=species:S:1:pos:R:3:forces:R:3 method="wB97M-V/def2-TZVPD" lumo_ev=0.32 de_lowest_kj_mol=1383.5 energy_ev=-98628.575 homo_lumo_gap_ev=8.560 homo_ev=-8.24
O 0.162387 2.620205 -1.622511 1.259 0.650 -0.640
C 0.834196 1.667632 -1.208229 -7.968 3.505 -0.562
N 0.218619 0.702259 -0.656032 -7.385 -5.856 2.473
C -1.252399 0.354600 -0.494588 -1.913 -0.601 -1.057
C -1.658937 -0.937033 0.081714 -1.242 5.880 -0.626
C -3.072467 -1.141182 0.485256 1.418 -0.369 -1.577
C -4.070157 -0.323428 0.095258 1.645 4.331 -4.176
C -3.647549 0.965681 -0.891031 -2.024 -0.924 3.151
C -2.343501 1.263730 -1.063334 1.454 -4.401 2.602
H -1.967030 2.078906 -1.518960 0.735 2.751 -1.612
H -4.446911 1.802453 -1.138092 1.506 -2.316 0.343
Br -5.929346 -0.501991 0.098483 -0.103 -0.510 0.562
H -3.285127 -2.122222 0.864016 -0.210 -0.152 0.678
H -0.900755 -1.329915 0.661286 1.434 -1.838 0.810
H 0.623585 -0.134668 -0.336979 1.723 -0.704 0.454
C 2.134568 1.533240 -1.047646 12.374 -1.880 -6.580
N 2.835834 2.207101 -0.055662 -1.035 1.840 -4.336
C 4.152246 1.992489 0.239365 2.864 -2.303 -3.419
H 4.736570 1.742811 -0.812701 -1.542 -0.473 2.798
C 4.325910 1.081250 1.442753 0.659 -2.693 0.004
N 3.069052 0.306727 1.398728 2.484 13.624 7.100
C 2.712754 -0.794880 1.123055 8.432 -6.501 -3.129
O 1.672752 -1.187592 0.927752 -10.042 -4.344 -0.925
C 3.959168 -1.691142 0.675280 -1.892 -0.883 -5.369
O 4.686864 -0.936895 -0.831944 -0.074 1.252 5.915
C 4.570153 -1.853187 -1.772194 -4.595 1.165 -3.114
H 5.350598 -1.883781 -2.419843 2.380 0.811 -2.343
C 4.393477 -3.155521 -1.313523 -0.004 -8.150 2.923
H 3.760619 -3.986668 -1.886797 1.576 2.191 0.289
H 5.378211 -3.772791 -1.008837 -1.676 1.636 -0.806
C 3.588548 -3.018285 -0.031584 0.314 -0.431 2.517
H 3.756152 -3.924151 0.630490 0.220 1.140 -0.449
H 2.533574 -3.070230 -0.149245 -1.014 0.403 -0.656
H 3.545272 -1.681191 -2.295487 1.426 0.198 -0.282
H 4.705047 -1.879955 1.335844 2.571 0.298 1.854
C 2.086495 1.381035 1.989097 -2.983 -6.879 0.234
C 2.083274 2.495345 0.951850 -2.737 4.081 11.411
H 1.037588 2.830666 1.166287 0.293 0.108 -2.618
H 2.520089 3.329511 1.714808 -0.098 -0.845 -2.211
H 2.094201 1.521546 3.108172 1.278 0.357 -1.167
H 1.182380 0.564228 2.013262 0.879 2.775 -0.549
H 4.415432 1.632931 2.503168 0.121 -1.434 -2.553
H 5.081096 0.315126 1.144548 0.357 1.097 0.990
H 4.664703 2.832736 0.437581 1.369 3.725 0.997
H 2.473506 2.036136 -2.191180 -0.340 -1.316 2.668
H 2.648694 0.442543 -1.133252 -1.892 1.983 -0.017

=====

112
Properties=species:S:1:pos:R:3:forces:R:3 method="wB97M-V/def2-TZVPD" lumo_ev=-0.06 energy_ev=-934179.821 homo_lumo_gap_ev=10.482 homo_ev=-10.54
O -6.124994 -0.970291 -0.636124 -0.192 1.171 -0.964
C -5.833926 0.040328 -1.260847 -0.469 -1.357 1.297
O -6.236174 0.237205 -2.534102 0.129 0.496 0.273
C -5.010784 1.131056 -0.627489 0.673 0.001 -1.071
C -4.567044 2.224834 -1.593173 -0.633 -0.042 -0.025
C -5.704298 3.094042 -2.178450 0.226 0.445 0.174
B -6.670173 3.749642 -1.125009 0.183 -0.227 0.090
C -7.856483 3.059800 -0.336223 0.017 0.344 -0.866
C -8.623326 1.944687 -1.021636 -0.238 0.098 1.136
F -8.593065 2.040128 -2.399141 0.153 -0.134 -0.464
H -7.169284 0.004222 -2.595133 -0.066 -0.515 -0.270
H -5.522100 1.500889 0.250591 -0.332 0.030 0.175
H -4.121759 0.630880 -0.266992 0.259 -0.181 0.312
H -3.815116 2.838776 -1.119144 0.171 0.230 0.258
H -4.082330 1.733696 -2.426573 0.272 -0.087 -0.249
H -6.203903 2.504993 -2.932373 -0.374 -0.139 -0.035
H -5.224826 3.913398 -2.703890 0.202 0.180 -0.216
H -6.469936 4.899413 -0.853658 -0.003 -0.156 0.092
H -7.473562 2.713575 0.621633 0.146 -0.068 0.262
H -8.556533 3.850387 -0.097530 -0.177 0.279 0.214
H -8.284948 0.970980 -0.681477 0.286 -0.351 -0.378
H -9.664573 2.005189 -0.731691 -0.358 -0.035 -0.028
C -8.524193 7.681740 -0.569354 0.020 0.041 -0.021
Cl -8.636821 7.311466 -2.291457 -0.002 -0.028 -0.011
Cl -9.562220 6.578596 0.339824 -0.013 -0.013 0.026
Cl -6.851592 7.489643 -0.038851 -0.166 0.190 -0.001
Cl -9.048710 9.342770 -0.284555 -0.004 0.013 -0.008
C -2.800184 -2.025198 2.024105 -0.033 0.115 0.025
Cl -4.194558 -1.839048 0.967936 0.151 -0.135 0.225
Cl -1.358384 -2.335668 1.049473 -0.355 -0.111 0.106
Cl -2.550672 -0.522927 2.928842 -0.018 -0.052 0.036
Cl -3.065567 -3.354732 3.161466 0.041 -0.001 -0.030
C -2.078731 -6.593652 -0.561037 -0.122 0.029 -0.056
Cl -2.031219 -6.688360 -2.325091 -0.005 -0.008 -0.017
Cl -3.096112 -7.892590 0.075285 0.126 0.244 -0.104
Cl -0.442108 -6.766277 0.074164 0.048 0.040 0.040
Cl -2.751702 -5.031554 -0.079036 -0.010 -0.267 -0.114
C 1.409478 0.924129 -0.705521 0.094 -0.124 -0.004
Cl 2.326227 1.737572 0.566594 -0.097 -0.028 0.044
Cl 0.369346 -0.317346 0.001378 0.187 0.536 -0.074
Cl 0.420582 2.107557 -1.571825 -0.010 0.014 0.019
Cl 2.522152 0.143354 -1.830506 -0.073 0.063 -0.047
C 2.046033 -3.841818 2.662847 -0.130 0.151 -0.068
Cl 3.152171 -5.115081 3.180008 -0.154 0.231 -0.020
Cl 0.375609 -4.369580 2.810706 0.092 -0.457 0.169
Cl 2.229953 -2.395394 3.661750 0.331 -0.283 0.107
Cl 2.377589 -3.414452 0.976927 0.048 -0.019 -0.054
C 2.741279 -3.368709 -4.296800 -0.038 0.005 0.015
Cl 3.344487 -1.725146 -4.525203 0.072 0.009 -0.047
Cl 1.323513 -3.619609 -5.315839 -0.009 -0.008 -0.007
Cl 4.000921 -4.527509 -4.744943 -0.225 0.469 0.179
Cl 2.297844 -3.610701 -2.603768 -0.008 -0.006 -0.002
C 0.622676 2.007512 4.185111 0.009 -0.052 -0.002
Cl 1.460559 0.477301 3.898842 -0.178 0.308 -0.043
Cl 1.768899 3.345229 4.053008 -0.002 0.015 -0.004
Cl -0.659385 2.209716 2.985740 0.092 0.075 -0.037
Cl -0.090171 1.984989 5.798375 -0.020 0.045 0.068
C 5.835460 2.126904 -2.302953 0.094 -0.110 0.262
Cl 5.235115 1.807009 -3.924187 0.040 0.038 -0.194
Cl 5.916020 0.594957 -1.426502 0.103 -0.006 0.122
Cl 7.466775 2.839474 -2.341226 -0.216 -0.276 0.096
Cl 4.737217 3.233479 -1.478135 0.058 0.051 -0.056
C -6.035938 -10.464312 1.773342 -0.027 0.015 -0.001
Cl -6.966438 -9.200924 0.965990 -0.004 0.015 -0.008
Cl -4.352515 -10.376601 1.241757 -0.085 -0.269 0.110
Cl -6.111948 -10.229087 3.520836 0.002 0.000 0.012
Cl -6.701359 -12.046067 1.360400 0.001 -0.008 -0.003
C -1.721908 -0.128021 9.080795 0.063 0.011 -0.010
Cl -0.015425 -0.545741 9.246442 0.061 0.015 -0.050
Cl -1.919296 1.617679 9.301535 0.247 -0.030 0.068
Cl -2.279002 -0.582245 7.461351 0.061 -0.037 0.014
Cl -2.646861 -1.005804 10.299346 0.026 0.006 0.008
C 11.508380 3.265228 -3.384895 0.011 -0.007 0.006
Cl 10.209821 3.530328 -4.549132 0.031 0.002 -0.056
Cl 13.016084 2.921217 -4.237897 0.004 0.001 0.002
Cl 11.707441 4.713205 -2.395110 0.015 0.052 -0.126
Cl 11.090950 1.894210 -2.351375 0.006 -0.019 0.015
C -5.933588 1.666960 9.811892 -0.009 0.012 -0.046
Cl -5.635970 0.940254 11.393005 0.017 -0.014 0.007
Cl -7.650327 1.531200 9.418947 -0.014 0.006 -0.004
Cl -5.473638 3.372891 9.856997 0.013 0.027 0.003
Cl -4.977085 0.838684 8.582271 -0.450 -0.004 -0.062
C 12.063160 3.229207 1.551089 -0.050 -0.004 0.041
Cl 13.409509 3.183582 0.412146 -0.004 0.012 -0.021
Cl 12.515984 4.208069 2.949653 0.001 0.012 0.024
Cl 10.633983 3.932686 0.784043 0.034 -0.028 0.086
Cl 11.688704 1.585730 2.078773 -0.008 -0.029 -0.002
C 7.031925 5.687886 -6.109385 0.021 0.103 0.046
Cl 6.950800 4.655774 -4.675495 -0.143 0.334 -0.448
Cl 5.417865 6.160449 -6.655581 0.109 0.120 0.228
Cl 7.956654 7.137751 -5.710169 0.053 0.050 -0.028
Cl 7.855187 4.810055 -7.411673 0.043 0.023 0.042
C 6.039547 -8.500165 -5.920528 0.045 0.015 -0.001
Cl 6.114004 -8.720097 -7.670287 0.000 0.004 -0.008
Cl 5.059727 -9.781452 -5.205575 -0.010 -0.009 0.008
Cl 7.670996 -8.559223 -5.248129 0.003 0.005 0.002
Cl 5.305925 -6.931684 -5.555475 0.187 -0.479 -0.159
C 5.880322 -7.801914 4.799054 0.023 -0.006 0.014
Cl 4.435192 -7.942107 3.790886 0.056 -0.154 0.021
Cl 7.318307 -7.930652 3.784247 0.007 0.000 -0.009
Cl 5.872602 -6.237003 5.615918 -0.005 0.018 0.005
Cl 5.886445 -9.095183 5.999842 -0.003 -0.006 0.004
C 3.561973 2.342677 -8.316312 0.063 0.026 -0.067
Cl 3.943689 0.692115 -8.814007 0.000 -0.029 0.026
Cl 5.060510 3.216274 -7.966664 -0.204 -0.349 -0.065
Cl 2.703663 3.166278 -9.621248 -0.017 0.019 -0.046
Cl 2.530117 2.303109 -6.883433 0.077 -0.001 0.088
C -3.090184 5.050324 1.678372 0.114 0.024 0.017
Cl -4.195147 6.314042 1.142990 0.104 -0.025 0.034
Cl -2.437689 5.465068 3.263059 -0.016 0.014 0.013
Cl -3.962469 3.516225 1.783960 -0.046 -0.099 0.062
Cl -1.766652 4.883609 0.520608 0.003 -0.018 -0.022

=====

13
Properties=species:S:1:pos:R:3:forces:R:3 method="wB97M-V/def2-TZVPD" lumo_ev="-9.50 / -8.10" de_lowest_kj_mol=402.4 energy_ev=-25909.365 charge=+1 homo_lumo_gap_ev="4.807 / 6.895" s_squared=1.7388 spin_multiplicity=2 homo_ev="-14.31 / -15.00"
C 1.374222 -1.249976 -0.497532 0.631 0.780 0.829
S 1.861948 -0.121331 0.838495 -0.677 -0.858 -0.764
S -1.922195 0.248427 -0.859539 -0.348 -0.656 0.657
C -1.594503 -0.054382 0.846221 -0.308 0.203 -0.660
H 0.478213 -0.929177 -1.044945 -0.094 0.221 0.091
H 2.227567 -1.253805 -1.179779 -0.055 -0.159 -0.128
H 1.231446 -2.239313 -0.065547 0.052 -0.109 -0.005
H -1.825734 -1.081386 1.137927 0.001 -0.036 -0.136
H -0.519435 0.172651 1.011106 0.285 -0.008 0.249
H -2.195590 0.632315 1.451063 0.096 0.074 0.023
H -0.354304 1.583185 -0.770246 0.264 0.569 -0.338
H 1.005362 1.941409 -0.215945 -0.283 0.696 -0.219
O 0.233004 2.351378 -0.651278 0.436 -0.717 0.402